(1)
C37H77BClF2N4O11P2Si | wB97M-V/def2-TZVPD

The value obtained for the gap between HOMO and LUMO is 6.47 eV. The HOMO energy is -10.7 eV.

Structure (ORCA input):
```
! RIJCOSX wB97M-V def2-TZVPD def2/J DEFGRID3
* xyz 1 1
C 1.77781 -2.71369 -1.34714
C 2.00378 -1.22781 -1.91327
O 1.06658 -0.31230 -1.21839
C 0.06464 -0.03720 -2.21890
C -1.21545 0.77621 -1.62620
C -2.29565 0.79098 -2.81495
C -3.77297 1.24901 -2.33853
C -4.82168 1.49066 -3.50424
N -5.74918 0.40282 -3.86632
C -5.26917 -0.95667 -3.74000
N -5.84620 -1.95898 -2.84799
B -7.19104 -2.42025 -3.37373
O -7.59587 -3.82146 -3.33141
N -8.15432 -1.46192 -4.01469
C -8.88797 -2.27427 -5.06924
C -9.16550 -0.94466 -3.04177
C -5.87253 -1.60163 -1.42829
F -6.36264 -0.30650 -1.10466
F -6.83671 -2.50979 -0.82707
C -4.47366 -1.97092 -0.68168
C -4.55591 -3.47538 -0.12108
Si -2.83670 -4.18997 0.40389
C -1.68746 -2.65942 0.68800
C -2.87844 -5.19432 2.02962
C -2.16494 -5.16466 -1.11573
C -3.08423 -5.79407 -2.20900
C -2.47596 -6.53853 -3.44758
C -0.94006 -6.61839 -3.55415
C -0.02452 -6.02457 -2.45747
C -0.61549 -5.29075 -1.23328
N -4.29882 -1.44400 -4.54027
Cl -3.81252 -3.11164 -4.37470
C -3.59765 -0.68005 -5.60653
C -3.34192 -1.54852 -6.95988
C -4.69137 -1.97249 -7.70545
O -4.30881 -2.74326 -8.86462
C -5.25752 -3.79197 -9.17651
H 1.97408 -3.54122 -2.11071
H 0.69786 -2.77742 -0.98337
H 2.44999 -2.83064 -0.42563
H 3.08373 -0.86389 -1.88129
H 1.72101 -1.26968 -3.03470
H -0.36724 -1.04384 -2.59633
H 0.46577 0.48928 -3.16038
H -0.84507 1.83728 -1.43239
H -1.55824 0.23075 -0.68683
H -1.97099 1.44123 -3.70939
H -2.40851 -0.31098 -3.14872
H -3.60994 2.27063 -1.82036
H -4.07868 0.53297 -1.51001
H -5.45203 2.41536 -3.21620
H -4.22677 1.83145 -4.43966
H -6.22457 0.54319 -4.77846
H -8.32679 -3.88842 -2.67685
H -8.17667 -2.89074 -5.71583
H -9.70862 -2.91336 -4.56900
H -9.40494 -1.52592 -5.78065
H -9.78813 -0.13401 -3.58101
H -8.67635 -0.43663 -2.14436
H -9.91071 -1.76427 -2.70709
H -3.56128 -1.76066 -1.33000
H -4.42795 -1.29156 0.25202
H -4.98730 -4.21029 -0.88179
H -5.21205 -3.53001 0.82884
H -0.66553 -3.04688 1.02305
H -2.11125 -1.96605 1.50287
H -1.54624 -2.06477 -0.28464
H -3.62161 -4.71903 2.77658
H -3.14008 -6.29015 1.84693
H -1.82451 -5.11570 2.49833
H -4.21998 -5.74631 -2.16073
H -3.20108 -6.98025 -4.21519
H -0.45494 -7.14271 -4.43626
H 1.11159 -6.11108 -2.52745
H 0.02676 -4.82833 -0.41214
H -4.23066 0.22887 -5.92848
H -2.57694 -0.26616 -5.32044
H -2.61214 -2.41156 -6.79834
H -2.79810 -0.81398 -7.66822
H -5.20652 -1.01650 -8.11206
H -5.46208 -2.47342 -7.02725
H -4.63499 -4.71093 -9.50154
H -5.89861 -4.13911 -8.30130
H -5.86625 -3.50355 -10.11072
O 4.16005 -1.60553 1.64498
P 5.33679 -1.14464 2.51621
O 4.42213 -0.61732 3.79539
C 3.93126 -1.60838 4.69165
C 5.04726 -2.24480 5.50154
O 5.54046 0.27911 1.68368
C 5.00782 0.47779 0.38014
C 3.62234 1.09502 0.45397
O 6.72932 -0.74947 3.42901
C 7.33548 0.54370 3.45688
C 6.48169 1.62642 4.08989
H 3.37664 -2.36945 4.13354
H 3.22826 -1.11433 5.36658
H 5.72294 -2.81620 4.85713
H 4.64143 -2.92589 6.25280
H 5.64725 -1.48198 6.00258
H 5.01465 -0.45091 -0.19498
H 5.67750 1.16885 -0.14033
H 2.95452 0.54272 1.11756
H 3.16638 1.14037 -0.53841
H 3.68535 2.11197 0.85440
H 7.67166 0.82398 2.45499
H 8.24561 0.43591 4.05360
H 5.54237 1.79112 3.55627
H 7.02377 2.57539 4.09908
H 6.22101 1.35901 5.11601
O 6.58991 4.96256 6.41758
P 6.67115 6.37317 5.82023
O 7.38345 7.07548 7.14323
C 8.78639 6.88873 7.29800
C 9.57895 7.63012 6.23556
O 5.07528 6.70439 6.14399
C 4.12215 5.67813 6.39670
C 4.02759 5.38672 7.88407
O 6.77256 7.90041 5.05284
C 5.79122 8.92996 5.17449
C 5.66404 9.51774 6.56758
H 9.02127 5.81990 7.27945
H 9.05638 7.27022 8.28552
H 9.38860 7.21286 5.24156
H 10.65109 7.55907 6.43147
H 9.29408 8.68410 6.20317
H 4.34388 4.78091 5.81498
H 3.15337 6.04426 6.04398
H 5.00390 5.19489 8.33288
H 3.38338 4.52266 8.06816
H 3.60889 6.25035 8.41035
H 4.82891 8.58081 4.79049
H 6.10750 9.72764 4.49627
H 5.35919 8.77870 7.31230
H 4.91647 10.31512 6.57151
H 6.62006 9.92807 6.89982
*
```

---

(2)
C29H31N3OPtS2 | wB97M-V/def2-TZVPD

The value obtained for the gap between HOMO and LUMO (alpha / beta) is 5.08 / 5.08 eV. The HOMO energy (alpha / beta) is -14.2 / -14.2 eV.

Structure (ORCA input):
```
! RIJCOSX wB97M-V def2-TZVPD def2/J DEFGRID3
* xyz 2 1
Pt 0.13235 -0.69511 1.62582
C 4.68353 2.48910 1.70413
C 3.63709 2.84523 0.66038
N 3.39540 1.75915 -0.30899
C 4.24972 1.72387 -1.52497
C 5.37905 0.71085 -1.42554
C 2.51605 0.80562 -0.10616
S 1.60224 0.92625 1.41056
N 2.40834 -0.15693 -1.01462
C 1.51271 -1.10086 -1.04950
O 0.49880 -1.25985 -0.23130
C 1.56510 -2.10039 -2.11895
C 0.71262 -3.20924 -2.10369
C 0.78754 -4.14526 -3.11710
C 1.70436 -3.97910 -4.14845
C 2.55169 -2.87784 -4.17014
C 2.48555 -1.93820 -3.15971
H 4.78233 3.31380 2.40881
H 5.65679 2.32030 1.24686
H 4.40817 1.59556 2.26651
H 3.94949 3.70854 0.07687
H 2.68654 3.11765 1.12166
H 4.64086 2.73294 -1.63365
H 3.60712 1.51992 -2.37804
H 6.07501 0.96029 -0.62634
H 5.93555 0.71045 -2.36242
H 4.99499 -0.29402 -1.25942
H 0.00259 -3.33845 -1.29970
H 0.13497 -5.00712 -3.10579
H 1.75920 -4.71337 -4.94114
H 3.26182 -2.75542 -4.97618
H 3.13742 -1.07653 -3.16701
C -4.89416 1.32566 -2.56434
C -3.94034 2.02887 -1.58736
C -4.41977 3.46609 -1.33565
C -2.54823 2.08023 -2.21769
C -3.93700 1.27030 -0.26447
C -5.15017 1.12075 0.44724
C -5.23940 0.44853 1.64254
C -4.06848 -0.10213 2.16222
S -3.84037 -1.01238 3.62628
C -2.19752 -1.16029 3.29122
N -1.82009 -0.58193 2.15918
C -2.86278 0.03915 1.47763
C -2.78407 0.71983 0.26687
C -1.11360 -1.82252 4.00805
C -1.16215 -2.49731 5.20769
C 0.01370 -3.06491 5.70799
C 1.21123 -2.96838 5.01884
C 1.27211 -2.29655 3.79778
C 0.11360 -1.71388 3.31612
H -4.90255 1.85915 -3.51533
H -5.91796 1.30456 -2.19092
H -4.58007 0.29788 -2.75467
H -4.42319 4.02122 -2.27423
H -3.76351 3.98635 -0.63570
H -5.43300 3.49270 -0.93449
H -2.60142 2.62691 -3.15885
H -2.16535 1.08140 -2.44173
H -1.83158 2.60213 -1.57830
H -6.05315 1.55069 0.03630
H -6.18505 0.34923 2.15764
H -1.83344 0.80320 -0.24103
H -2.08876 -2.58886 5.75996
H -0.01568 -3.59660 6.64940
H 2.10500 -3.42314 5.42308
H 2.20220 -2.23780 3.24591
*
```

---

(3)
C10H20N2O2 | wB97M-V/def2-TZVPD

The value obtained for the gap between HOMO and LUMO is 9.75 eV. The HOMO energy is -8.9 eV.

Structure (ORCA input):
```
! RIJCOSX wB97M-V def2-TZVPD def2/J DEFGRID3
* xyz 0 1
C -1.59324 3.02812 -0.12298
C -0.13116 2.75963 -0.24405
C 0.14882 0.60592 0.73431
C 1.71725 0.37964 -0.97382
C 2.76864 -0.42420 -0.26668
C 2.21628 -1.36471 0.77671
C 0.99428 -2.19716 0.46433
C 0.20819 -1.42926 -0.61622
C -1.33686 -1.82450 -0.56404
C -2.31857 -1.05302 0.31535
H -2.08942 2.05838 -0.33981
H -2.06226 3.63517 -0.94838
H -2.01767 3.40898 0.79910
H 0.48497 3.68065 -0.28878
H -0.20390 2.15387 -1.14998
H 0.44218 2.37673 1.75053
H 1.91273 1.45720 -1.01970
H 1.71174 -0.01137 -1.96900
H 3.47300 0.28524 0.17059
H 3.36734 -1.02742 -0.96507
H 1.89552 -0.75448 1.69553
H 2.99083 -2.06827 1.13425
H 1.24279 -3.21273 0.05874
H 0.42942 -2.22258 1.47987
H 0.50813 -1.70429 -1.68769
H -1.69756 -1.57507 -1.57309
H -1.40775 -2.91716 -0.41892
H -2.34884 0.00096 0.07788
H -2.10409 -1.15365 1.41152
H -4.29589 -1.12282 0.28556
N 0.43264 1.93827 0.83682
N 0.38462 0.00183 -0.49768
O -0.14995 -0.04649 1.68022
O -3.57219 -1.66140 -0.02541
*
```

---

(4)
C5H11NO | wB97M-V/def2-TZVPD

The value obtained for the gap between HOMO and LUMO is 7.69 eV. The HOMO energy is -6.8 eV.

Structure (ORCA input):
```
! RIJCOSX wB97M-V def2-TZVPD def2/J DEFGRID3
* xyz 0 1
C -1.95182 -0.93219 -0.33085
C -1.54705 0.33429 0.40900
N -0.07602 0.44058 0.56905
C 0.39566 0.34831 1.81181
C 0.61115 0.59301 -0.56644
C 2.07823 0.37670 -0.66728
O 2.39721 -0.41074 -1.80894
H -3.04286 -0.98902 -0.39855
H -1.59093 -1.81870 0.20026
H -1.54338 -0.94769 -1.34418
H -1.87523 1.22858 -0.12825
H -1.98640 0.36745 1.40726
H 1.43994 0.54169 2.00413
H -0.27555 0.04039 2.59911
H 0.04051 0.81694 -1.45959
H 2.65668 1.30047 -0.79700
H 2.44351 -0.10099 0.25912
H 1.82636 -1.18908 -1.75868
*
```

---

(5)
C5H11PS | wB97M-V/def2-TZVPD

The value obtained for the gap between HOMO and LUMO (alpha / beta) is 6.78 / 6.78 eV. The HOMO energy (alpha / beta) is -8.6 / -8.5 eV.

Structure (ORCA input):
```
! RIJCOSX wB97M-V def2-TZVPD def2/J DEFGRID3
* xyz 0 1
C -1.37771 0.39305 -0.38285
C -0.78975 1.45260 0.49967
C -0.30131 0.01318 -1.51920
C 0.56363 0.97630 0.94969
C 0.40667 -2.01995 0.28350
P 1.12890 -0.34843 -0.27059
S 4.40345 -0.37777 0.02858
H -1.95365 -0.39968 0.08483
H -2.19564 1.07488 -0.96743
H -0.83455 2.38212 -0.05187
H -1.21369 1.53879 1.53894
H -0.57196 -0.93548 -2.07265
H -0.16865 0.82304 -2.17151
H 1.23250 1.89067 0.86560
H 0.59765 0.70021 1.94844
H -0.59636 -2.18023 0.41786
H 0.84182 -2.81303 -0.47697
H 0.82865 -2.17026 1.29596
*
```

---

(6)
C19H26N2O4 | wB97M-V/def2-TZVPD

The value obtained for the gap between HOMO and LUMO is 8.75 eV. The HOMO energy is -9.0 eV.

Structure (ORCA input):
```
! RIJCOSX wB97M-V def2-TZVPD def2/J DEFGRID3
* xyz 0 1
C 0.54121 0.14283 8.00750
H -0.47223 0.28647 8.37316
H 1.06899 -0.59372 8.61705
H 1.09724 1.08233 8.03558
O 0.41984 -0.31901 6.67121
C 1.57363 -0.55397 6.02803
O 2.65629 -0.38654 6.53492
C 1.36613 -1.03863 4.64245
C 0.09268 -1.20098 4.09675
C -0.05047 -1.66180 2.80621
C 1.07391 -1.97136 2.03440
C 2.34645 -1.80123 2.58427
C 2.49022 -1.34015 3.87565
H 3.46661 -1.20654 4.31635
H 3.22023 -2.03736 1.99421
C 0.93874 -2.47091 0.68068
N -0.20945 -2.67410 0.17872
O -0.22313 -3.16662 -1.11514
C -1.54921 -3.32769 -1.57874
C -2.18750 -2.03983 -2.12131
O -3.38176 -1.96402 -2.31423
N -1.30750 -1.05871 -2.36624
H -0.33093 -1.23382 -2.18238
C -1.67273 0.25179 -2.86866
C -1.02244 0.47707 -4.24282
H -1.18233 -0.44626 -4.80576
H -1.56264 1.26007 -4.77557
C 0.47478 0.80572 -4.25396
H 0.88298 0.39834 -5.18216
C 0.83846 2.29795 -4.21964
C 1.00643 2.91275 -2.82584
H 1.39033 2.15057 -2.14486
H 1.77455 3.68854 -2.87958
C -0.24207 3.57132 -2.23152
H -0.42785 4.51030 -2.75862
H -0.02034 3.82249 -1.19103
C -1.52602 2.74112 -2.28287
H -2.27479 3.24614 -1.67012
H -1.91013 2.73848 -3.30117
C -1.34518 1.29790 -1.79768
H -1.99174 1.10178 -0.94048
H -0.32100 1.14508 -1.45828
H 0.10392 2.86947 -4.78886
H 1.79423 2.40449 -4.73872
H 0.98185 0.28976 -3.43632
H -2.75823 0.21141 -3.01431
H -1.49419 -4.05843 -2.39006
H -2.19191 -3.72188 -0.78621
H 1.85646 -2.67176 0.12394
H -1.02680 -1.79462 2.36805
H -0.77359 -0.96428 4.69403
*
```

---

(7)
C19H13CrF5N7O2Se | wB97M-V/def2-TZVPD

The value obtained for the gap between HOMO and LUMO (alpha / beta) is 4.70 / 6.49 eV. As for the expectation value of S²: 4.205. The HOMO energy (alpha / beta) is -14.4 / -14.4 eV.

Structure (ORCA input):
```
! RIJCOSX wB97M-V def2-TZVPD def2/J DEFGRID3
* xyz 2 4
Cr 12.36431 9.56844 5.24197
Se 19.29709 6.62531 5.21833
N 18.86237 8.40479 5.06562
C 17.57297 8.42968 4.78102
C 16.71749 9.51879 5.23614
C 17.13962 10.71589 5.83707
C 16.24078 11.77526 6.00894
C 14.86396 11.56684 5.75924
N 14.42600 10.32392 5.46272
C 15.33191 9.31633 5.16142
C 14.65705 8.06216 4.76397
N 13.34022 7.87914 5.00569
C 12.73884 6.70578 5.13951
C 13.47571 5.55008 4.82989
C 14.86516 5.66663 4.58261
C 15.42174 6.98114 4.43379
C 16.89874 7.08762 4.50369
N 17.68135 6.02730 4.63529
H 18.22364 10.87226 5.96625
H 16.69676 12.67663 6.35345
H 14.13687 12.35609 5.89928
H 11.74760 6.75307 5.54911
H 13.03834 4.55980 4.93954
H 15.40029 4.73959 4.38245
O 12.20840 11.81459 4.12311
C 11.81422 11.54498 5.28079
C 6.83395 8.80792 5.71075
N 8.20503 8.52661 5.26133
C 8.41387 7.98349 3.97122
C 9.97703 8.13993 3.79244
O 10.70408 7.79613 2.90306
N 10.42711 8.79348 4.96122
C 9.35605 8.97477 5.77119
N 9.44286 9.60224 6.91926
H 6.01378 8.67693 5.00280
H 6.81540 9.82262 6.09568
H 6.60844 8.13615 6.52631
H 7.85096 8.57200 3.18372
H 8.07670 6.89792 3.89930
H 10.22986 10.23839 7.09501
H 8.53180 9.79149 7.39729
F 10.45061 12.27694 7.17536
C 10.82921 12.57306 5.83808
F 9.63158 12.57334 5.17670
C 11.37651 14.02908 5.67608
F 12.72543 14.17004 5.85456
F 10.77769 14.93776 6.54073
F 11.14820 14.57384 4.43817
*
```

---

(8)
C4H10O | wB97M-V/def2-TZVPD

The value obtained for the gap between HOMO and LUMO is 10.74 eV. The HOMO energy is -9.6 eV.

Structure (ORCA input):
```
! RIJCOSX wB97M-V def2-TZVPD def2/J DEFGRID3
* xyz 0 1
C 1.89404 -0.40675 1.20983
C 1.18371 -0.49004 -0.13251
C -0.26704 -0.03308 -0.00356
O -0.83674 0.06104 -1.25873
C -2.12271 0.57957 -1.16959
H 1.41243 -1.04885 1.95838
H 2.93774 -0.72445 1.13004
H 1.87217 0.62177 1.58425
H 1.24849 -1.52781 -0.51135
H 1.67340 0.14005 -0.88347
H -0.64999 1.22423 0.51287
H -0.83760 -0.67207 0.69193
H -2.95638 -0.11196 -1.31209
H -2.26759 0.98599 0.07039
H -2.28394 1.40236 -1.88639
*
```